# 1
DFT (wB97M-V/def2-TZVPD) results for C17H45N3O9PSn3 as an isolated structure in a non-equilibrium geometry.

Geometry as XYZ:
```
78
Properties=species:S:1:pos:R:3:mulliken_charge:R:1
Sn -3.714 19.771 1.789 0.8369
Sn -1.627 21.493 5.927 1.4144
Sn -4.188 24.212 -0.114 1.3696
P -2.740 23.068 2.895 0.7831
O -2.481 22.504 1.498 -1.0163
O -3.438 21.889 3.676 -0.9393
O -3.916 24.164 2.810 -0.8493
O -1.561 23.584 3.792 -0.0004
C 2.191 24.603 4.382 -1.1578
C 1.052 25.175 5.246 0.4480
C 0.327 26.300 4.564 -0.9760
O 0.037 24.254 5.573 -0.5880
H 2.598 23.624 4.635 0.2148
H 3.011 25.318 4.312 0.4320
H 1.838 24.437 3.364 0.0849
H 1.422 25.631 6.164 0.3653
H -0.219 26.854 5.328 0.3029
H -0.493 25.886 3.978 -0.0797
H 0.959 27.027 4.055 0.4214
H -0.563 24.161 4.829 0.7773
C 0.152 20.811 2.675 -0.7970
O 0.350 20.371 3.977 -0.2230
C 1.766 20.197 4.293 -0.5544
C 1.868 19.927 5.808 -0.8371
N 1.446 21.080 6.673 0.1341
C 1.833 20.828 8.058 -1.0217
C 0.936 19.830 8.852 -0.5813
O -0.472 20.111 8.752 -0.1378
C -1.368 19.330 9.469 -0.8646
H -0.928 20.828 2.527 -0.0251
H 0.543 20.150 1.901 0.5453
H 0.530 21.832 2.734 0.3106
H 2.379 21.060 4.033 0.3158
H 2.196 19.351 3.757 0.4248
H 2.937 19.816 5.991 0.4444
H 1.498 18.936 6.073 0.3625
H 2.008 21.902 6.506 0.0886
H 1.694 21.780 8.570 0.4334
H 2.909 20.654 8.085 0.4578
H 1.298 19.939 9.874 0.4145
H 1.054 18.814 8.475 0.3791
H -1.461 18.293 9.147 0.3370
H -2.363 19.774 9.492 0.2746
H -1.033 19.320 10.506 0.3289
C 0.041 24.963 -1.724 -1.5360
C -0.391 23.784 -0.820 0.5046
C 0.730 22.821 -0.515 -0.5819
O 1.284 22.305 -1.744 -0.4164
C 2.570 21.630 -1.655 -0.6390
N -0.970 24.372 0.315 0.0988
H 0.828 25.544 -1.244 0.3975
H -0.843 25.573 -1.912 0.3578
H 0.342 24.636 -2.719 0.3797
H -1.151 23.229 -1.371 0.2478
H 0.294 22.110 0.186 0.0913
H 1.558 23.391 -0.091 0.4930
H 3.090 22.302 -0.972 0.2935
H 2.923 21.772 -2.677 0.2730
H 2.228 20.692 -1.218 0.2518
H -0.335 24.922 0.876 0.3065
H -1.207 23.697 1.028 -0.6060
C -5.250 27.522 5.496 -1.5960
C -4.573 26.550 4.497 0.3803
C -3.217 27.151 4.046 0.0768
O -3.242 28.382 3.325 -0.4226
C -1.966 28.783 2.844 -0.6038
N -4.610 25.217 5.052 -0.6575
H -5.256 28.529 5.077 0.3438
H -4.568 27.625 6.340 0.3677
H -6.137 27.163 6.018 0.4069
H -5.163 26.466 3.585 0.3380
H -2.572 26.445 3.524 -0.0243
H -2.726 27.483 4.961 0.1581
H -1.822 29.776 2.418 0.3453
H -1.549 28.062 2.141 0.1867
H -1.218 28.779 3.637 0.2252
H -3.856 25.115 5.716 0.3215
H -4.213 24.868 4.191 0.1850
```

Calculated values
Net charge: +2
Kohn-Sham gap (spin up / spin down) (Ha): 0.166 / 0.164
Expectation value of S²: 0.753
Spin multiplicity: 2
E (eV): -68018.3811
HOMO level (spin up / spin down) (eV): -12.8 / -12.8


# 2
DFT (wB97M-V/def2-TZVPD) results for a 5-piece molecular cluster, C13H32ClFN5O7PS overall in a non-equilibrium geometry.

Geometry as XYZ:
```
61
Properties=species:S:1:pos:R:3:nbo_charge:R:1
C -3.490 -1.107 -2.417 -0.4605
N -3.865 0.233 -1.888 -1.0087
P -5.606 0.350 -1.780 1.2714
O -6.050 0.372 -3.338 -0.9729
Cl -5.827 2.304 -1.213 -0.2965
S -3.062 1.516 -2.585 2.5510
O -2.470 2.288 -1.568 -0.9187
O -3.823 2.154 -3.580 -0.8980
F -1.900 0.784 -3.316 -0.4825
H -4.317 -1.798 -2.286 0.2279
H -2.643 -1.507 -1.862 0.2582
H -3.255 -1.096 -3.475 0.2067
H -6.743 -0.303 -3.405 0.5103
C 0.713 4.331 2.669 -0.7213
C 1.512 3.110 2.281 0.6790
O 2.544 2.800 2.858 -0.6496
N 1.041 2.357 1.256 -0.6144
C -0.158 2.558 0.455 -0.4129
H 1.215 4.822 3.497 0.2417
H 0.644 5.029 1.834 0.2291
H -0.293 4.051 2.983 0.2297
H 1.624 1.562 1.050 0.3914
H -0.819 1.698 0.551 0.2043
H 0.112 2.670 -0.594 0.2056
H -0.696 3.444 0.772 0.2177
C 7.800 2.750 4.531 -0.7208
C 7.910 3.730 3.385 0.6736
O 8.949 3.880 2.762 -0.6350
N 6.799 4.443 3.069 -0.6144
C 5.486 4.395 3.694 -0.4157
H 8.761 2.263 4.658 0.2412
H 7.541 3.266 5.457 0.2241
H 7.044 1.993 4.321 0.2261
H 6.937 5.077 2.298 0.3973
H 4.733 4.110 2.960 0.2217
H 5.233 5.380 4.092 0.1894
H 5.466 3.675 4.503 0.2111
C 0.338 -1.165 -1.012 -0.7207
C -0.304 -2.377 -0.381 0.6867
O -1.462 -2.704 -0.620 -0.6596
N 0.449 -3.104 0.475 -0.6042
C 1.826 -2.877 0.881 -0.4128
H -0.378 -0.683 -1.668 0.2454
H 0.643 -0.452 -0.246 0.2231
H 1.209 -1.454 -1.601 0.2332
H -0.036 -3.897 0.866 0.4009
H 2.440 -3.738 0.616 0.2024
H 1.878 -2.734 1.961 0.2053
H 2.232 -1.998 0.394 0.2127
C -3.762 -4.998 -4.227 -0.7222
C -4.635 -4.432 -3.132 0.6785
O -5.591 -3.708 -3.374 -0.6531
N -4.313 -4.743 -1.853 -0.6090
C -3.208 -5.549 -1.360 -0.4192
H -4.144 -4.655 -5.183 0.2448
H -2.732 -4.656 -4.114 0.2275
H -3.780 -6.088 -4.210 0.2280
H -4.934 -4.332 -1.174 0.4010
H -3.588 -6.392 -0.780 0.1935
H -2.596 -4.920 -0.713 0.2234
H -2.601 -5.927 -2.175 0.2078
```

Calculated values
Kohn-Sham gap (Ha): 0.346
Relative energy (zero: lowest compared OMol25 entry of this formula, charge and spin) (eV): 0.0000
Spin multiplicity: 1
E (eV): -71149.5752
HOMO level (eV): -9.1


Q: Look up the spin multiplicity of the second one.
A: 1


Q: Among the records above, which one has the lowest spin multiplicity?
A: C13H32ClFN5O7PS